DFT (ωB97M-V with the def2-TZVPD basis set) results for 2 unconnected molecules or ions with the total composition CH5N2P at a distorted geometry.

Cartesian coordinates (Å):
C  -1.47941  -0.47639  0.03128
N  1.92517  0.52931  0.61705
N  -1.17790  0.50996  -0.65744
P  2.29201  -0.43119  -0.67794
H  -1.78737  -1.41950  -0.45627
H  -1.10907  -0.62264  1.03700
H  1.61184  0.17803  1.49680
H  1.40475  1.28066  0.22391
H  -1.68003  0.45176  -1.61441

Computed properties:
Energy: -491.84865 Eh
ΔE to the lowest compared entry with this formula, charge and spin: 61.9 kcal/mol
2S+1: 1
Largest force on an atom: 3.35 eV/Å
Orbital gap (spin up / spin down): 0.256 / 0.257 hartree

DFT (ωB97M-V with the def2-TZVPD basis set) results for 5 unconnected molecules or ions with the total composition C7H17NO4 at a distorted geometry.

Cartesian coordinates (Å):
C  -0.47548  -2.69657  -0.30700
N  -0.06439  -1.34079  0.09145
C  0.29948  -0.22998  -0.78902
C  0.70119  -0.47301  -2.08236
C  1.28758  0.60602  -2.74513
C  1.41620  1.87289  -2.25202
C  0.82754  2.08381  -0.91341
C  0.22527  1.03958  -0.19551
H  -0.57736  -3.38783  0.63603
H  0.60530  -3.22381  -0.61019
H  -1.27770  -2.74313  -0.99340
H  -0.80743  -1.02901  0.75660
H  0.60029  -1.35233  -2.69641
H  1.45915  0.20763  -3.80910
H  1.93176  2.83550  -2.54692
H  0.77219  3.06530  -0.44096
H  -0.20837  0.95998  0.80207
O  -0.00655  -0.88401  3.04095
H  0.47948  -1.54382  2.53690
H  0.67698  -0.28698  3.30108
O  2.71688  0.14971  2.99126
H  3.35667  0.01032  2.35142
H  2.49578  1.11737  3.01838
O  -3.44955  -0.62075  -0.24263
H  -4.14898  -0.16857  -0.52984
H  -3.42325  -1.12284  0.50827
O  -2.23814  2.54849  0.45679
H  -1.91668  1.85405  -0.06976
H  -1.25787  2.75280  0.73242

Computed properties:
Energy: -632.53009 Eh
ΔE to the lowest compared entry with this formula, charge and spin: 56.0 kcal/mol
2S+1: 1
Largest force on an atom: 6.18 eV/Å
Orbital gap: 0.317 hartree

DFT (ωB97M-V with the def2-TZVPD basis set) results for a molecular structure, C27H45ClF5NdP at a distorted geometry.

Cartesian coordinates (Å):
Nd  1.17433  -1.75545  0.82486
P  -0.76648  0.15646  -0.02356
Cl  -0.98015  -2.65547  2.02319
C  0.67936  -2.45639  -1.26612
H  1.01191  -2.37152  -2.31873
H  -0.09793  -3.27764  -1.19202
C  -1.03111  0.65299  1.77774
C  -2.17976  -0.92587  -0.59190
C  -1.95360  1.85583  1.95816
H  -1.52176  -0.23652  2.20783
C  -2.23502  2.07709  3.45398
H  -1.47280  2.74806  1.53247
H  -2.90415  1.71640  1.42230
C  -0.94315  2.25719  4.25851
H  -2.88960  2.94671  3.58139
H  -2.77852  1.20155  3.83681
C  0.02092  1.09571  4.03691
H  -0.45718  3.19082  3.94815
H  -1.17236  2.35178  5.32518
C  0.29742  0.84322  2.54217
H  0.96506  1.27916  4.56408
H  -0.41132  0.17643  4.45668
H  0.84882  1.69160  2.11147
H  0.98201  -0.03358  2.53573
C  -0.61528  1.58293  -1.17698
C  -2.12778  -1.16600  -2.10614
H  -1.90607  -1.88526  -0.12146
C  -3.16594  -2.22958  -2.48686
H  -2.31538  -0.23374  -2.66087
H  -1.11835  -1.52383  -2.35246
C  -4.55968  -1.86412  -1.97895
H  -3.17881  -2.35405  -3.57365
H  -2.85573  -3.18928  -2.05120
C  -4.57211  -1.61507  -0.46867
H  -4.89921  -0.95548  -2.49223
H  -5.27230  -2.65622  -2.23234
C  -3.55751  -0.54268  -0.05336
H  -5.57348  -1.31568  -0.14289
H  -4.32415  -2.54568  0.05985
H  -3.85886  0.43882  -0.44768
H  -3.53295  -0.46872  1.04375
C  0.46542  2.58005  -0.72488
H  -0.25453  1.12705  -2.12094
C  0.68388  3.62104  -1.82747
H  0.16161  3.06563  0.21823
H  1.40998  2.05225  -0.53743
C  -0.62742  4.31165  -2.20565
H  1.42297  4.35466  -1.49049
H  1.10362  3.10991  -2.70558
C  -1.72335  3.30711  -2.57420
H  -0.96906  4.91435  -1.35463
H  -0.46120  4.99821  -3.03946
C  -1.94831  2.27429  -1.46049
H  -2.67033  3.81504  -2.78241
H  -1.43299  2.76614  -3.48610
H  -2.30948  2.75967  -0.53847
H  -2.71341  1.54792  -1.77215
C  3.13130  0.30325  -0.08011
C  2.72655  -0.14685  -1.30350
H  2.52867  1.01219  0.52369
C  3.54662  -1.05404  -2.16379
H  1.72611  0.08664  -1.69752
C  4.62026  -1.77054  -1.34386
H  2.86802  -1.77875  -2.61431
H  4.06620  -0.53730  -2.98616
C  5.38964  -0.77535  -0.47244
H  4.15113  -2.53558  -0.70744
H  5.31941  -2.28454  -2.01571
C  4.47421  -0.02513  0.50695
H  6.17262  -1.29897  0.08689
H  5.89022  -0.05658  -1.13489
H  4.30725  -0.64167  1.40480
H  5.01640  0.86103  0.86067
F  4.18689  -3.18696  1.60416
C  2.94239  -3.69867  1.23377
F  3.15729  -4.55139  0.17668
C  2.37212  -4.45819  2.40339
F  3.24756  -5.32329  2.94072
F  1.99731  -3.58612  3.40335
F  1.27307  -5.16312  2.01366

Computed properties:
Energy: -2918.08123 Eh
Charge: -1
⟨S²⟩: 3.770
2S+1: 4
Largest force on an atom: 3.07 eV/Å
Orbital gap (spin up / spin down): 0.161 / 0.166 hartree

DFT (ωB97M-V with the def2-TZVPD basis set) results for 2 unconnected molecules or ions with the total composition C4H4N2O2 at a distorted geometry.

Cartesian coordinates (Å):
C  -0.77246  -1.02571  -0.61477
C  -0.34855  0.13415  0.26675
C  0.81936  1.11977  0.04962
C  0.76327  1.81886  1.14068
H  0.77083  -1.88649  -1.60373
H  -0.66505  -3.05617  -1.37979
H  1.47521  1.36096  -0.70901
H  1.20596  2.78326  1.27221
N  -0.21289  -1.72481  -1.72228
N  -0.97702  0.43075  1.33043
O  -1.86828  -1.37741  -0.03184
O  -0.19038  1.42284  2.00172

Computed properties:
Energy: -414.64254 Eh
ΔE to the lowest compared entry with this formula, charge and spin: 127.8 kcal/mol
2S+1: 1
Largest force on an atom: 6.57 eV/Å
Orbital gap: 0.359 hartree

DFT (ωB97M-V with the def2-TZVPD basis set) results for 2 unconnected molecules or ions with the total composition C2H3O3S2 at a distorted geometry.

Cartesian coordinates (Å):
C  0.04043  1.13542  -0.66203
C  0.56262  -0.15575  -0.18009
O  -1.10192  -2.22783  -0.06605
O  0.04761  -1.82705  2.04403
O  -1.58637  -0.16719  1.23319
S  0.24797  -0.12449  -1.87258
S  -0.62727  -1.23160  0.91179
H  -1.00282  1.51615  -0.29462
H  0.67620  1.98390  -0.84350
H  2.74356  1.09843  -0.27013

Computed properties:
Energy: -1099.97556 Eh
Charge: -1
ΔE to the lowest compared entry with this formula, charge and spin: 137.9 kcal/mol
2S+1: 1
Largest force on an atom: 3.17 eV/Å
Orbital gap (spin up / spin down): 0.246 / 0.301 hartree

DFT (ωB97M-V with the def2-TZVPD basis set) results for C9H11NOS in the gas phase at a distorted geometry.

Cartesian coordinates (Å):
C  -0.24099  -1.01085  2.58482
C  0.24589  0.24831  2.49192
C  -0.58699  -1.70576  1.42699
C  0.40424  0.93527  1.27656
C  -0.45260  -1.06993  0.20111
C  0.07663  0.25255  0.15724
C  0.29833  0.93214  -1.08527
C  1.53966  -1.83289  -2.21631
C  -1.70145  2.64361  -0.46326
N  1.30016  -0.81898  -3.09613
O  0.57967  0.37166  -2.27388
S  -0.05924  2.60056  -1.34222
H  -0.48736  -1.49027  3.52671
H  0.70856  0.75470  3.33884
H  -1.00035  -2.66753  1.62758
H  0.85407  1.88064  1.33369
H  -0.41404  -1.50507  -0.77711
H  0.74507  -2.58947  -1.93692
H  2.26660  -2.48532  -2.54180
H  1.87381  -1.42696  -1.29696
H  -1.99965  3.58729  -0.66740
H  -1.74416  2.52195  0.68082
H  -2.20586  1.87436  -0.94903

Computed properties:
Energy: -877.49399 Eh
ΔE to the lowest compared entry with this formula, charge and spin: 152.8 kcal/mol
2S+1: 1
Largest force on an atom: 5.48 eV/Å
Orbital gap (spin up / spin down): 0.252 / 0.227 hartree